1.
Formula: C37H40O2P2Tc
Source: the Open Molecules 2025 dataset
Level of theory: ωB97M-V/def2-TZVPD

XYZ file:
```
82
Properties=species:S:1:pos:R:3:forces:R:3
Tc -0.02878 0.00249 -0.18251 5.4 -1.8 -0.8
C -1.94704 -0.07221 0.77012 -4.4 -0.7 -0.8
C -2.05958 -0.50511 -0.58894 -2.0 -0.1 1.8
C -2.59671 0.37666 -1.70336 -0.2 0.1 -0.5
C -1.58934 1.36866 -2.32423 -0.1 -0.3 -0.6
C -0.33476 1.58115 -1.51480 -0.2 1.7 0.8
C -0.36128 2.01829 -0.14530 -0.5 1.9 -0.8
C -1.63956 2.44268 0.55670 -0.1 0.5 0.5
C -2.43429 1.29404 1.20117 0.5 0.3 0.6
C 2.04267 0.27419 -0.32524 0.5 -0.3 0.0
H -2.09310 -0.85098 1.53034 0.6 0.2 -0.3
H -2.28482 -1.57223 -0.72336 0.6 0.2 0.2
H -3.48505 0.93338 -1.36476 0.2 -0.3 0.1
H -2.93612 -0.30064 -2.50529 0.0 0.3 0.4
H -1.30758 1.00757 -3.32590 0.0 0.1 0.3
H -2.08592 2.33264 -2.51051 0.2 -0.1 0.2
H 0.52309 1.93365 -2.10222 0.0 -0.6 0.4
H 0.50250 2.61854 0.16888 -0.2 -0.6 0.0
H -2.28745 3.01436 -0.12089 0.3 -0.1 -0.1
H -1.33481 3.13846 1.35057 -0.2 -0.1 -0.3
H -2.34058 1.37663 2.29316 0.0 -0.1 -0.3
H -3.50808 1.41058 0.99098 0.2 -0.3 -0.1
H 2.60730 -0.37183 0.37393 -0.2 0.2 -0.3
H 2.37569 1.31124 -0.14044 -0.3 -0.4 0.0
H 2.36587 0.00591 -1.35002 -0.1 -0.1 0.2
P 0.08597 -2.27611 -9.35784 -1.0 -0.1 0.0
P 2.05213 0.41877 -9.61477 -0.1 1.4 -1.2
C -0.49742 -0.67967 -9.97997 0.8 1.8 -0.1
C 0.31183 0.40656 -10.09271 -1.5 -1.5 -0.3
C -0.76368 -3.46822 -10.48907 0.7 -0.3 -0.1
C -1.94211 -3.16924 -11.18833 0.1 -0.1 0.0
C -2.55209 -4.13817 -11.98832 0.2 -0.1 0.1
C -1.98593 -5.41241 -12.11008 0.3 0.2 0.3
C -0.78827 -5.70953 -11.44178 -0.2 0.2 0.0
C -0.17065 -4.73790 -10.65026 -0.3 0.2 0.1
C -0.88270 -2.40303 -7.79893 0.3 0.2 0.2
C -0.50842 -1.54565 -6.74444 -0.3 -0.2 0.0
C -1.23764 -1.54927 -5.55404 -0.1 -0.1 -0.2
C -2.33978 -2.40215 -5.40267 0.3 0.0 -0.3
C -2.68829 -3.27341 -6.44112 0.1 0.2 0.1
C -1.95684 -3.28618 -7.63181 0.0 0.1 0.2
C 2.71704 1.18164 -11.19245 0.2 -0.7 0.2
C 2.68765 0.38230 -12.35368 0.0 0.2 0.0
C 3.05501 0.92072 -13.58867 -0.1 0.0 0.2
C 3.47380 2.25469 -13.67242 -0.1 -0.1 0.3
C 3.55268 3.03835 -12.51513 -0.2 -0.3 0.1
C 3.19206 2.49775 -11.27535 0.0 0.1 0.0
C 2.13548 1.84136 -8.46052 0.5 -0.5 0.7
C 3.27157 1.91210 -7.62538 -0.3 0.2 -0.2
C 3.43982 3.00549 -6.77518 0.0 0.0 0.0
C 2.47603 4.02080 -6.73011 -0.1 -0.3 -0.3
C 1.32806 3.92384 -7.52796 0.2 -0.2 0.1
C 1.14661 2.82708 -8.37382 0.1 0.1 0.0
H -1.56677 -0.61476 -10.22767 0.5 0.1 0.0
H -0.03476 1.32556 -10.59030 0.0 -0.4 0.3
H -2.39378 -2.18469 -11.10720 0.0 -0.3 -0.1
H -3.47409 -3.89213 -12.51714 0.3 -0.1 0.2
H -2.46696 -6.17144 -12.72857 0.1 0.2 0.2
H -0.33105 -6.69650 -11.54230 -0.2 0.4 0.0
H 0.77520 -4.95421 -10.14747 -0.3 0.0 -0.1
H 0.34383 -0.87005 -6.86836 -0.2 -0.2 0.1
H -0.94858 -0.88753 -4.73550 -0.1 -0.1 -0.3
H -2.92054 -2.38318 -4.47676 0.2 -0.1 -0.3
H -3.53895 -3.94298 -6.32646 0.2 0.1 0.0
H -2.23885 -3.96465 -8.43647 0.1 0.2 0.2
H 2.35233 -0.65522 -12.28712 0.1 0.3 -0.1
H 3.00741 0.30218 -14.48681 0.0 0.2 0.3
H 3.73670 2.68387 -14.63979 0.0 -0.1 0.3
H 3.88185 4.07727 -12.57184 -0.1 -0.3 0.0
H 3.24861 3.11452 -10.37692 0.0 -0.1 -0.3
H 4.01872 1.11447 -7.65971 -0.2 0.3 0.0
H 4.33185 3.06698 -6.14750 -0.3 0.0 -0.2
H 2.61843 4.88189 -6.07529 0.0 -0.3 -0.2
H 0.57379 4.70800 -7.49699 0.2 -0.2 0.0
H 0.24239 2.75512 -8.97599 0.2 0.1 0.2
C 0.51999 -0.98640 3.98026 0.2 -0.1 0.6
O -0.03144 -0.88256 2.64767 0.5 0.8 -1.8
C 0.38310 0.17796 1.88870 0.4 2.1 2.6
O 0.97795 1.14198 2.35539 -1.2 -2.0 -1.4
H -0.27315 -1.40273 4.59988 0.0 0.1 -0.1
H 0.82863 -0.00684 4.36149 -0.1 -0.3 -0.2
H 1.36239 -1.68648 3.97594 -0.1 0.3 -0.1
```
Forces are in eV/Å.

Values from the calculation:
Total charge   +2
<S²>   3.800
Frontier orbital gap (spin up / spin down)   0.229 / 0.166 Eh
2S+1   4
Highest occupied orbital energy (spin up / spin down)   -0.485 / -0.473 hartree

Here are the Mulliken charges for atoms 1 to 5, given in e: number 1, Tc, carries 0.03; number 2, C, carries -0.01; number 3, C, carries -0.74; number 4, C, carries -0.59; number 5, C, carries -0.90

=====

2.
Formula: C37H41Br2F21O16S
Source: the Open Molecules 2025 dataset
Level of theory: ωB97M-V/def2-TZVPD

XYZ file:
```
118
Properties=species:S:1:pos:R:3:forces:R:3
C -2.83602 -3.85549 8.85306 -0.1 0.6 1.3
C -1.47026 -3.44926 9.35243 -0.2 -0.1 0.0
Br -1.32931 -2.54522 11.04358 -0.6 -0.5 -0.8
C -0.37450 -3.71102 8.65758 0.9 0.2 0.4
Br 1.36047 -3.18328 9.36137 -0.5 -0.4 -0.7
C -0.29933 -4.38165 7.34785 0.7 -0.4 0.9
C -0.83036 -3.97537 6.20976 -1.1 0.2 -0.8
S -1.79355 -2.46462 6.09743 0.1 -0.2 -0.3
C -0.55381 -4.83121 4.97414 2.1 0.8 1.5
O -1.35648 -5.04575 4.14315 -1.7 -0.3 -1.8
C 0.87671 -5.34904 4.91796 -0.5 0.5 -0.8
C 1.41501 -5.74414 6.04195 0.1 -0.2 1.4
C 0.51179 -5.68128 7.26366 0.9 2.1 -1.9
O 0.39415 -6.55660 8.03491 -0.2 -1.7 1.8
H -3.40154 -4.21192 9.72441 0.0 -0.2 -0.3
H -2.78464 -4.62238 8.08004 0.0 0.2 0.1
H -3.36673 -2.96046 8.50648 0.1 -0.2 -0.1
H -3.00211 -2.93023 5.67785 0.6 -0.2 0.0
H 1.44572 -5.37092 3.99238 -0.5 0.0 -0.1
H 2.43590 -6.10244 6.13195 -0.2 -0.2 0.1
C -0.51866 -2.48255 1.98997 0.3 0.1 -0.2
C -1.64786 -1.48929 1.82260 -0.2 -0.8 0.3
O -1.14346 -0.14150 1.79147 0.0 0.5 -0.2
C -0.65369 0.25377 0.61991 -0.4 -0.8 0.3
O -0.60548 -0.41325 -0.37107 0.2 0.4 -0.2
C -0.19518 1.71235 0.70624 0.4 1.1 0.1
F 0.51308 1.95506 1.82004 -0.1 -0.3 -0.1
F -1.24675 2.55029 0.72070 -0.1 -0.3 -0.1
F 0.57231 2.05501 -0.33223 -0.3 -0.5 0.1
H 0.07442 -2.24214 2.87452 -0.1 0.0 0.1
H -0.90835 -3.49531 2.09006 -0.1 0.0 0.0
H 0.15713 -2.45578 1.13438 -0.1 0.0 -0.1
H -2.31999 -1.55482 2.67667 0.1 0.3 0.1
H -2.23970 -1.69861 0.93098 0.2 0.2 -0.1
C -1.13982 4.67144 12.31513 -0.3 -0.1 -0.1
C -0.26598 3.50419 12.72269 0.3 0.6 -0.1
O -1.05965 2.41208 13.21931 -0.1 -0.4 0.1
C -1.61278 1.62686 12.29914 0.6 0.7 -0.1
O -1.50231 1.75745 11.11677 -0.3 -0.3 0.0
C -2.38324 0.48959 12.97665 -0.8 -0.9 0.6
F -3.14038 0.92435 13.99581 0.2 0.2 -0.2
F -1.54437 -0.43484 13.48291 0.2 0.3 -0.2
F -3.19836 -0.14034 12.13025 0.2 0.3 -0.1
H -1.78558 4.97234 13.14134 0.1 0.0 0.1
H -0.52759 5.52202 12.01620 0.0 0.0 0.0
H -1.78871 4.40355 11.48115 0.1 0.0 -0.1
H 0.38862 3.79967 13.54083 -0.1 -0.2 0.1
H 0.37047 3.17174 11.90279 -0.2 -0.2 0.0
C -5.29479 -0.34784 -2.64306 -0.3 -0.2 -0.1
C -4.64506 -1.01429 -1.44927 0.4 0.6 -0.3
O -5.57381 -1.88852 -0.78080 -0.1 -0.3 0.3
C -5.73150 -3.09356 -1.31734 0.6 0.7 -0.2
O -5.17054 -3.49731 -2.29387 -0.3 -0.3 0.1
C -6.70858 -3.91696 -0.46993 -0.7 -0.5 0.6
F -7.79459 -3.20783 -0.12865 0.2 0.0 -0.2
F -6.12444 -4.32756 0.66753 0.1 0.2 -0.2
F -7.13173 -5.00594 -1.11897 0.2 0.2 -0.1
H -6.20864 0.16689 -2.34276 0.1 0.1 0.1
H -4.61459 0.37230 -3.09702 0.0 0.0 0.1
H -5.57419 -1.08248 -3.39852 0.1 0.0 0.0
H -4.35308 -0.25766 -0.72226 -0.2 -0.2 0.2
H -3.74112 -1.55499 -1.73029 -0.2 -0.2 0.0
C 2.96734 3.65790 -0.79315 0.3 -0.1 -0.2
C 3.86388 4.85275 -0.54850 -0.7 0.0 0.2
O 5.24629 4.52203 -0.78055 0.4 0.0 -0.1
C 5.64394 4.53346 -2.04764 -0.8 0.3 0.4
O 4.95703 4.79202 -2.99127 0.4 -0.1 -0.3
C 7.13847 4.20976 -2.13123 1.2 -0.3 0.0
F 7.47851 3.16747 -1.35746 -0.3 0.1 -0.1
F 7.88807 5.24942 -1.72914 -0.4 0.1 -0.1
F 7.51017 3.91206 -3.38143 -0.3 0.1 0.1
H 3.29306 2.80557 -0.19521 -0.1 0.1 0.1
H 1.93806 3.89507 -0.53929 0.1 0.1 0.0
H 3.00238 3.34865 -1.83824 -0.1 0.1 0.0
H 3.79620 5.15840 0.49421 0.3 -0.1 0.0
H 3.56888 5.70852 -1.15559 0.2 -0.1 -0.2
C -6.79971 -5.75624 -4.32376 0.1 -0.1 -0.4
C -7.72906 -6.84991 -3.84411 0.1 0.6 0.4
O -7.98009 -7.81342 -4.88448 -0.1 -0.4 -0.2
C -7.04421 -8.74120 -5.05988 -0.1 0.7 0.6
O -6.03161 -8.83487 -4.43216 0.1 -0.3 -0.2
C -7.47261 -9.71470 -6.16306 -0.2 -0.6 -0.8
F -7.96281 -9.07242 -7.23536 0.1 0.1 0.3
F -8.43312 -10.54550 -5.72120 0.1 0.2 0.2
F -6.45293 -10.46689 -6.58069 0.0 0.2 0.3
H -7.19110 -5.29166 -5.23081 -0.1 0.0 0.1
H -6.67909 -4.99349 -3.55955 0.0 0.0 0.0
H -5.81532 -6.15594 -4.56787 0.0 0.0 0.1
H -8.69740 -6.42494 -3.58442 -0.1 -0.2 -0.2
H -7.34317 -7.34277 -2.95192 0.1 -0.2 -0.2
C 7.65294 4.28844 -6.57534 0.1 0.0 -0.4
C 7.22071 2.84513 -6.42960 0.1 0.4 0.6
O 6.81078 2.29629 -7.69694 -0.1 -0.3 -0.3
C 7.78600 1.88005 -8.49815 0.0 0.3 0.9
O 8.95476 1.92362 -8.25308 0.1 -0.2 -0.4
C 7.19134 1.28538 -9.77916 -0.3 -0.3 -0.9
F 6.21560 2.05874 -10.28505 0.2 0.0 0.2
F 6.65783 0.07430 -9.54207 0.1 0.2 0.2
F 8.11487 1.13718 -10.73009 0.0 0.1 0.3
H 6.86753 4.87670 -7.04611 -0.1 -0.1 0.1
H 7.88386 4.72042 -5.60416 -0.1 0.0 0.0
H 8.53701 4.37242 -7.20852 0.0 -0.1 0.1
H 6.35207 2.78643 -5.77579 -0.1 -0.1 -0.2
H 8.00284 2.23212 -5.98178 0.1 -0.1 -0.2
C 2.12827 6.76880 -10.03159 0.0 0.3 0.2
C 3.26667 5.91363 -9.51688 -0.5 -0.3 -0.4
O 4.33203 6.72878 -8.99657 0.4 0.1 0.2
C 4.16734 7.18602 -7.75825 -0.5 -0.6 -0.5
O 3.22126 6.97573 -7.05956 0.2 0.2 0.3
C 5.39927 7.99045 -7.33101 0.8 0.8 0.3
F 5.80467 8.84091 -8.28731 -0.2 -0.2 0.0
F 6.43336 7.17265 -7.06215 -0.3 0.0 -0.1
F 5.16807 8.71631 -6.23594 -0.2 -0.3 -0.1
H 2.49285 7.48959 -10.76492 0.0 -0.1 -0.1
H 1.36257 6.14766 -10.49586 0.1 0.0 0.0
H 1.66788 7.33746 -9.22342 0.0 -0.1 0.0
H 3.69704 5.33835 -10.33478 0.3 0.1 0.1
H 2.92788 5.20204 -8.76410 0.1 0.2 0.2
```
Forces are in eV/Å.

Values from the calculation:
Frontier orbital gap   0.305 Eh
Highest occupied orbital energy   -0.346 hartree

Here are the Mulliken charges for atoms 1 to 5, given in e: number 1, C, carries -1.41; number 2, C, carries 0.75; number 3, Br, carries -0.17; number 4, C, carries -0.38; number 5, Br, carries -0.15

=====

3.
Formula: C37H41Cl5GeN3O3PV
Source: the Open Molecules 2025 dataset
Level of theory: ωB97M-V/def2-TZVPD

XYZ file:
```
92
Properties=species:S:1:pos:R:3:forces:R:3
V 1.35150 0.60674 0.74335 0.4 0.3 -0.3
C -3.89267 4.03689 -1.51083 1.4 0.6 0.4
C -2.84413 4.34822 -0.62858 -1.7 -0.2 0.2
C -1.78679 3.46247 -0.53725 1.4 0.5 1.1
C -1.60943 2.42997 -1.43681 -0.7 -0.7 -0.5
C -2.67327 2.17474 -2.34254 2.6 -0.7 -0.4
C -3.77160 2.97130 -2.36253 -1.0 -0.1 -0.8
P -0.01797 1.47853 -1.29726 0.1 0.1 -1.7
C 0.11828 0.76230 -3.02904 0.6 -0.6 0.7
C 0.06977 1.48608 -4.21009 -0.8 0.5 -1.2
C 0.03357 0.87644 -5.48327 0.4 1.3 0.8
C 0.26238 -0.47557 -5.58509 -0.1 -1.6 -2.1
C 0.47838 -1.22081 -4.45048 0.4 0.2 2.4
C 0.42904 -0.58531 -3.14704 -0.7 -0.6 -2.6
C 1.37089 2.67325 -1.31643 -0.4 -1.5 1.2
C 1.39333 3.92253 -1.87003 -0.3 1.5 -0.8
C 2.44429 4.75924 -1.57363 1.1 -1.4 0.6
C 3.53014 4.23188 -0.76937 -1.2 2.8 -2.3
C 3.51845 2.96567 -0.31532 0.3 -1.2 1.4
C 2.38217 2.14855 -0.48698 -0.8 -0.4 0.2
H -4.68882 4.71532 -1.64783 -0.9 0.6 0.1
H -2.99632 5.22576 0.01958 0.5 -0.6 -0.2
H -0.99211 3.58345 0.22691 -0.5 0.4 -0.5
H -2.49997 1.48606 -3.17863 -0.2 -0.1 0.6
H -4.50047 2.78897 -3.14687 -0.2 0.1 0.2
H -0.02180 2.56536 -4.17352 -0.2 0.0 0.1
H -0.11132 1.48952 -6.38374 0.1 -0.3 0.5
H 0.26203 -0.99605 -6.62001 0.0 1.0 1.9
H 0.71394 -2.29545 -4.46725 -0.2 0.6 -0.2
H 0.54810 -1.19377 -2.29122 0.2 -0.5 0.8
H 0.60356 4.30689 -2.52822 0.1 -0.3 0.3
H 2.43595 5.72442 -2.04112 0.4 0.5 0.2
H 4.36233 4.90945 -0.63291 0.2 -0.1 0.3
H 4.36032 2.67611 0.34660 -0.6 -0.2 -0.5
Cl 0.56419 -2.11946 4.88125 0.4 -0.3 -0.4
C 1.73415 -2.42154 3.60478 -1.3 1.0 -1.0
C 2.96364 -3.03044 3.95815 -1.7 0.2 1.2
C 3.93541 -3.23222 3.07730 0.3 0.2 -2.8
Cl 5.35845 -4.15267 3.44285 -0.2 0.3 0.2
C 3.74482 -2.71224 1.71986 -0.4 -0.6 0.8
C 4.74923 -2.89097 0.72219 -1.2 1.1 0.3
C 4.58732 -2.20921 -0.45369 1.0 0.2 0.2
C 3.50530 -1.30675 -0.63358 0.6 -0.6 0.6
N 2.52947 -1.20368 0.21847 -1.2 -1.0 2.0
C 2.53144 -1.99984 1.39427 1.5 0.1 -0.7
C 1.41906 -1.92700 2.32882 2.7 -0.5 0.3
O 0.34368 -1.21535 1.94183 0.4 0.5 0.3
H 3.01870 -3.31829 4.99107 0.3 -0.3 0.2
H 5.64648 -3.44191 0.97499 -0.1 0.0 -0.2
H 5.46941 -2.19094 -1.09188 -0.6 0.0 -0.4
H 3.47594 -0.58445 -1.41956 0.1 0.2 -0.6
N 0.83976 3.38238 2.13508 1.9 0.0 -2.3
N 0.25802 2.06201 2.14943 1.1 0.5 -0.6
H 1.79662 3.30640 1.63659 -2.2 -0.1 0.4
H 1.17864 3.65955 3.02580 -0.3 0.0 1.5
H -0.73256 2.16223 2.27903 -0.2 -0.1 0.2
H 0.72943 1.52268 2.85583 -0.3 -0.3 0.8
C -5.14078 0.86714 1.73661 1.5 1.2 -0.5
C -4.52616 0.37419 0.41949 -0.9 -1.5 1.4
C -3.65090 -0.88329 0.56911 1.9 1.9 -0.4
C -2.40040 -0.52442 1.43828 0.0 0.1 0.0
Ge -1.25613 -2.04693 1.58891 -0.1 -1.3 -0.5
C -0.88214 -2.96971 -0.19490 0.2 0.7 1.8
C -2.00335 -3.68320 -0.90953 0.1 -0.1 -1.2
C -2.63202 -4.90688 -0.27217 -1.6 1.6 2.2
C -3.59595 -5.59867 -1.24630 0.4 1.0 -0.3
H -5.76128 1.69993 1.43027 -0.4 0.3 0.5
H -4.35640 1.24722 2.43372 -0.5 0.0 -0.6
H -5.67960 0.16753 2.30592 -1.0 -1.1 0.4
H -3.98816 1.22108 0.06687 0.9 0.4 -0.7
H -5.31794 0.16552 -0.29093 -0.3 0.0 -0.2
H -3.25773 -1.13102 -0.41571 -0.1 -0.1 -0.2
H -4.08327 -1.80089 0.94188 -0.8 0.0 0.3
H -2.70015 -0.15632 2.42518 0.1 -0.1 -0.1
H -1.68408 0.22641 1.01481 -1.0 -0.3 -0.1
H -1.42083 -2.95643 2.83013 -0.1 0.0 -0.3
H -0.00953 -3.62657 0.06897 -0.6 0.7 -0.7
H -0.63368 -2.06685 -0.77687 0.6 -0.5 0.1
H -1.63267 -4.02479 -1.87489 0.6 -0.2 -0.2
H -2.71593 -2.94108 -1.30945 -0.3 -0.3 0.8
H -3.12236 -4.54281 0.71637 0.0 -0.5 -1.5
H -1.91144 -5.54775 0.20856 0.7 -0.6 -0.6
H -4.52057 -5.00071 -1.40601 0.7 -0.3 0.1
H -3.90226 -6.57235 -0.90805 0.0 -0.5 0.0
H -3.04078 -5.64627 -2.21721 -0.7 -0.3 0.6
Cl 5.84068 1.07020 4.65688 -0.1 -0.2 -0.5
C 4.11179 1.01401 4.23601 0.4 0.5 0.4
Cl 3.35003 -0.13728 5.31233 -0.4 -0.5 0.2
Cl 3.46567 2.60881 4.65003 -0.3 0.6 -0.1
C 3.79888 0.68266 2.72206 1.4 0.4 0.6
O 4.71529 0.28454 2.04894 0.7 -0.7 -0.5
O 2.63579 0.95759 2.38927 -2.0 -0.2 -0.1
```
Forces are in eV/Å.

Values from the calculation:
<S²>   3.764
Frontier orbital gap (spin up / spin down)   0.253 / 0.284 Eh
2S+1   4
Highest occupied orbital energy (spin up / spin down)   -0.267 / -0.299 hartree

Here are the Mulliken charges for atoms 1 to 5, given in e: number 1, V, carries 1.35; number 2, C, carries -0.64; number 3, C, carries -0.90; number 4, C, carries -0.48; number 5, C, carries 0.38

=====

no.,maximum force (eV/Å)
1,5.75
2,2.95
3,3.80